(1)
Here is a cluster of 2 separate species, C5H8 in total at a distorted geometry from the Open Molecules 2025 dataset. Energies are from ωB97M-V/def2-TZVPD.

Structure (XYZ):
```
13
Properties=species:S:1:pos:R:3:forces:R:3:mulliken_charge:R:1
C -0.966 -0.352 1.358 0.12 -0.48 0.52 -0.91
C 0.359 -1.298 -1.116 -1.91 -2.46 1.55 -0.15
C -0.105 0.633 1.022 0.52 0.24 0.20 0.06
C 0.842 -0.140 -1.328 -1.65 1.23 1.70 -0.47
C -0.090 1.548 -0.077 3.04 -0.55 -2.14 -0.68
H -0.510 -1.138 1.974 -0.59 0.41 0.19 0.34
H -2.035 -0.463 1.161 0.46 0.30 -0.37 0.36
H 0.487 -2.378 -1.429 0.51 1.67 -0.27 0.25
H -0.454 -1.383 -0.251 0.96 0.63 -1.07 0.07
H 0.894 0.553 1.505 -0.77 0.13 -0.37 0.19
H 1.621 0.301 -1.831 1.43 0.85 -1.28 0.34
H -0.849 1.820 -0.816 -0.36 -0.40 0.81 0.33
H 0.804 2.299 -0.171 -1.76 -1.55 0.53 0.27
```
Positions in Å, forces in eV/Å.

Kohn-Sham gap   0.330 Ha
Maximum force   3.75 eV Å⁻¹
Spin multiplicity   1

=====

(2)
Here is an isolated molecule of C5H8 from the Open Molecules 2025 dataset. Energies are from ωB97M-V/def2-TZVPD.

Structure (XYZ):
```
13
Properties=species:S:1:pos:R:3:forces:R:3:mulliken_charge:R:1
C -0.351 -1.392 2.136 -0.04 0.47 -0.23 0.04
C -0.049 -0.705 1.192 -0.12 -0.32 0.32 -0.86
C 0.304 -0.151 -0.124 0.07 -0.10 -0.05 0.83
C -0.917 -0.226 -1.070 -0.06 -0.02 -0.09 -1.23
C 0.949 1.240 -0.153 0.02 0.03 0.04 -1.36
H -0.679 -1.967 2.971 0.13 0.11 -0.04 0.41
H 1.076 -0.847 -0.474 -0.12 0.02 -0.17 0.13
H -1.677 -0.912 -0.686 0.18 0.04 -0.10 0.38
H -1.388 0.757 -1.179 0.09 -0.13 0.07 0.32
H -0.619 -0.568 -2.065 -0.02 0.10 0.09 0.30
H 1.373 1.397 -1.152 -0.07 0.04 0.17 0.34
H 1.757 1.335 0.578 -0.11 -0.05 -0.09 0.36
H 0.221 2.040 0.025 0.05 -0.19 0.07 0.35
```
Positions in Å, forces in eV/Å.

Kohn-Sham gap   0.403 Ha
Maximum force   0.52 eV Å⁻¹
Structure (SMILES)   C#CC(C)C
Spin multiplicity   1

=====

(3)
Here is an isolated molecule of C5H8 at a distorted geometry from the Open Molecules 2025 dataset. Energies are from ωB97M-V/def2-TZVPD.

Structure (XYZ):
```
13
Properties=species:S:1:pos:R:3:forces:R:3:mulliken_charge:R:1
C -0.382 -0.365 -2.086 -1.44 0.04 -1.78 -0.62
C 0.226 0.309 -1.127 1.75 1.37 1.72 -0.27
C -0.026 0.059 0.314 -1.33 -0.38 1.71 0.73
C -1.226 -0.323 0.829 0.80 -0.24 0.49 -0.83
C 1.144 0.346 1.303 -0.59 -0.94 1.46 -1.06
H -0.255 -0.240 -3.212 0.14 -0.01 1.81 0.24
H -1.281 -0.970 -1.790 1.25 0.24 -0.32 0.20
H 1.081 1.075 -1.124 -1.18 -1.23 -1.29 0.25
H -1.269 -0.713 1.896 -0.13 0.90 -1.44 0.19
H -2.164 -0.299 0.250 0.64 -0.28 0.24 0.30
H 0.986 -0.359 2.344 0.40 2.28 -2.92 0.31
H 2.110 -0.047 0.813 -1.16 1.29 0.99 0.31
H 1.055 1.529 1.589 0.86 -3.04 -0.69 0.25
```
Positions in Å, forces in eV/Å.

Kohn-Sham gap   0.358 Ha
Maximum force   3.73 eV Å⁻¹
Structure (SMILES)   C=CC(=C)C
Spin multiplicity   1